# 1
# C47H61FN2O12S

A cluster of 4 separate species, C47H61FN2O12S in total at a distorted geometry (ωB97M-V/def2-TZVPD, OMol25).

Element x y z (Å)
1 C 2.393 -0.027 4.864
2 C 2.173 1.569 5.058
3 C 3.501 2.442 4.738
4 C 3.362 3.290 3.351
5 C 3.585 2.207 2.150
6 C 2.568 2.404 0.924
7 C 2.975 1.530 -0.395
8 C 2.493 0.018 -0.247
9 C 3.204 -0.858 0.832
10 C 2.770 -2.327 1.081
11 C 1.660 -3.035 0.270
12 C 0.950 -2.161 -0.830
13 C 1.362 -0.664 -1.060
14 C 0.572 0.205 -2.161
15 O 1.133 0.545 -3.232
16 N -0.829 0.652 -1.945
17 C -0.909 2.024 -1.449
18 O -0.969 2.298 -0.236
19 F -0.964 3.125 -2.360
20 N 1.157 -4.404 0.425
21 O -0.121 -4.469 0.893
22 C -0.226 -4.191 2.318
23 C -1.493 -3.204 2.560
24 C -1.012 -1.674 2.775
25 C -2.675 -3.381 1.486
26 C -4.078 -3.367 2.322
27 C -2.805 -2.140 0.447
28 C 2.085 -5.340 1.071
29 C 1.827 -6.872 0.793
30 C 0.636 -7.424 -0.123
31 C 1.317 -8.389 -1.223
32 C 1.104 -9.928 -1.291
33 C 1.859 -10.701 -2.414
34 C 2.812 -10.006 -3.427
35 C 3.622 -10.792 -4.569
36 C 3.038 -8.447 -3.372
37 C 2.278 -7.695 -2.246
38 C 2.746 -7.956 1.465
39 C 3.951 -7.592 2.388
40 C 4.203 -6.094 2.674
41 C 3.257 -5.016 2.023
42 S 3.655 -3.257 2.439
43 H 3.491 -0.346 4.914
44 H 1.991 -0.311 3.817
45 H 1.786 -0.652 5.616
46 H 1.388 1.880 4.271
47 H 1.796 1.706 6.133
48 H 4.360 1.674 4.608
49 H 3.803 3.115 5.617
50 H 4.155 4.109 3.312
51 H 2.288 3.704 3.332
52 H 3.387 1.187 2.625
53 H 4.659 2.220 1.752
54 H 1.531 2.007 1.239
55 H 2.547 3.510 0.615
56 H 4.070 1.658 -0.687
57 H 2.357 1.989 -1.258
58 H 4.057 -0.455 1.469
59 H 0.112 -2.644 -1.440
60 H -1.366 -0.002 -1.358
61 H -0.504 -5.181 2.842
62 H 0.676 -3.668 2.780
63 H -1.935 -3.528 3.581
64 H -1.895 -1.094 3.231
65 H -0.171 -1.683 3.547
66 H -0.658 -1.161 1.819
67 H -2.673 -4.370 0.919
68 H -4.202 -2.321 2.778
69 H -4.103 -4.172 3.133
70 H -4.977 -3.496 1.603
71 H -1.932 -2.068 -0.285
72 H -3.004 -1.138 0.991
73 H -3.753 -2.313 -0.195
74 H -0.140 -7.962 0.518
75 H 0.197 -6.510 -0.678
76 H 0.410 -10.411 -0.523
77 H 1.707 -11.830 -2.459
78 H 3.068 -11.691 -4.998
79 H 3.902 -10.009 -5.370
80 H 4.606 -11.158 -4.106
81 H 3.741 -7.929 -4.104
82 H 2.432 -6.569 -2.161
83 H 2.553 -9.067 1.266
84 H 4.633 -8.395 2.847
85 H 5.077 -5.766 3.349
86 C 6.904 7.734 2.718
87 C 6.074 7.348 3.923
88 C 6.633 7.831 5.229
89 O 6.105 6.883 6.150
90 C 5.915 5.727 5.451
91 O 5.655 4.670 5.947
92 O 6.067 5.936 4.112
93 H 6.556 7.202 1.829
94 H 6.848 8.808 2.531
95 H 7.954 7.459 2.857
96 H 5.037 7.673 3.783
97 H 6.302 8.841 5.480
98 H 7.725 7.789 5.280
99 C -3.397 3.944 -5.316
100 C -4.598 4.050 -4.402
101 C -5.137 2.727 -3.947
102 O -6.502 3.035 -3.682
103 C -6.828 4.081 -4.494
104 O -7.944 4.481 -4.668
105 O -5.719 4.605 -5.086
106 H -3.168 4.916 -5.760
107 H -2.519 3.590 -4.771
108 H -3.592 3.259 -6.146
109 H -4.366 4.705 -3.554
110 H -4.641 2.357 -3.048
111 H -5.103 1.952 -4.720
112 C -9.746 6.799 -6.102
113 C -9.377 8.055 -5.346
114 C -10.115 8.226 -4.051
115 O -10.095 9.640 -3.879
116 C -10.024 10.182 -5.129
117 O -10.172 11.345 -5.373
118 O -9.769 9.223 -6.064
119 H -9.324 6.822 -7.110
120 H -9.377 5.909 -5.587
121 H -10.830 6.711 -6.218
122 H -8.291 8.100 -5.201
123 H -9.620 7.727 -3.216
124 H -11.158 7.899 -4.096

The SMILES is CCCCCCCc1cc2c(cc1C(=O)NC(=O)F)N(OC[C@@H](C)C(C)C)c1c(Cc3ccc(C)cc3)cccc1S2.C[C@@H]1COC(=O)O1.C[C@@H]1COC(=O)O1.C[C@@H]1COC(=O)O1. The value obtained for the HOMO-LUMO gap is 7.7 eV. As for the electronic energy: -3337.42572 a.u. As for the multiplicity: 1.

# 2
# C13H25Cl3O2SiSn

A structure of composition C13H25Cl3O2SiSn at a distorted geometry (ωB97M-V/def2-TZVPD, OMol25).

Element x y z (Å)
1 C -0.553 0.776 -2.388
2 C -1.393 -0.364 -2.228
3 C -0.558 -1.502 -2.021
4 C -2.863 -0.380 -2.310
5 C 0.797 -1.053 -2.018
6 C 0.800 0.349 -2.243
7 C 1.998 1.197 -2.342
8 C -1.036 2.139 -2.662
9 C -1.053 -2.880 -1.866
10 C 1.990 -1.898 -1.859
11 Sn -0.364 0.046 0.675
12 Cl -2.701 0.105 1.090
13 Cl 0.302 2.303 0.331
14 Cl 0.282 -2.249 1.037
15 H -3.292 0.574 -1.991
16 H -3.291 -1.171 -1.688
17 H -3.198 -0.561 -3.341
18 H -1.921 -2.923 -1.196
19 H -0.289 -3.553 -1.479
20 H -1.382 -3.277 -2.835
21 H 1.839 -2.702 -1.131
22 H 2.860 -1.321 -1.535
23 H 2.250 -2.366 -2.818
24 H 2.840 0.786 -1.776
25 H 1.840 2.216 -1.976
26 H 2.318 1.266 -3.391
27 H -1.904 2.392 -2.042
28 H -1.357 2.221 -3.708
29 H -0.264 2.889 -2.495
30 O 2.768 4.109 0.234
31 H 3.702 4.244 0.521
32 C -1.542 0.904 4.431
33 Si 0.082 0.062 4.036
34 C 1.635 0.955 4.617
35 C -0.006 -1.755 4.466
36 O 0.461 0.271 2.489
37 H -1.653 0.982 5.523
38 H -2.423 0.370 4.051
39 H -1.579 1.922 4.024
40 H 1.807 1.072 5.695
41 H 2.499 0.426 4.199
42 H 1.642 1.953 4.166
43 H -0.901 -2.254 4.069
44 H 0.867 -2.300 4.088
45 H -0.025 -1.852 5.560

The value obtained for the HOMO-LUMO gap (alpha / beta) is 4.2 / 4.2 eV. As for the electronic energy: -2545.30018 a.u. As for the charge: -2. As for the multiplicity: 1.

# 3
# C15H40AsF6N5O5

A structure of composition C15H40AsF6N5O5 at a distorted geometry (ωB97M-V/def2-TZVPD, OMol25).

Element x y z (Å)
1 C 6.614 2.322 -0.553
2 C 5.258 2.679 -1.109
3 O 5.126 3.264 -2.120
4 N 4.077 2.563 -0.168
5 H 4.319 2.054 0.683
6 H 3.738 3.490 0.106
7 C 2.965 1.793 -0.848
8 H 6.764 1.240 -0.593
9 H 6.850 2.644 0.466
10 H 7.372 2.814 -1.158
11 H 3.327 0.987 -1.477
12 H 2.379 2.416 -1.518
13 H 2.301 1.375 -0.100
14 C 3.153 -2.080 -1.451
15 C 3.349 -1.896 0.018
16 O 3.650 -0.892 0.573
17 N 2.904 -3.024 0.914
18 H 2.481 -2.526 1.700
19 H 2.234 -3.634 0.441
20 C 4.063 -3.918 1.292
21 H 2.104 -2.047 -1.747
22 H 3.555 -3.044 -1.779
23 H 3.661 -1.317 -2.036
24 H 3.703 -4.830 1.760
25 H 4.719 -3.451 2.029
26 H 4.737 -4.120 0.461
27 C -4.448 -1.699 -1.988
28 C -4.182 -3.044 -2.577
29 O -4.950 -3.707 -3.154
30 N -2.866 -3.697 -2.200
31 H -2.333 -3.114 -1.551
32 H -3.098 -4.597 -1.771
33 C -2.055 -3.944 -3.469
34 H -3.676 -0.934 -1.977
35 H -4.846 -1.899 -0.988
36 H -5.309 -1.297 -2.524
37 H -1.162 -4.512 -3.237
38 H -1.917 -2.981 -3.951
39 H -2.699 -4.541 -4.113
40 C -1.525 0.997 6.144
41 C -0.915 0.267 4.982
42 O -0.964 -0.908 4.852
43 N -0.007 0.984 4.011
44 H -0.318 0.799 3.031
45 H -0.268 1.974 4.118
46 C 1.436 0.747 4.242
47 H -2.594 0.799 6.194
48 H -1.308 2.064 6.220
49 H -1.098 0.598 7.069
50 H 2.041 1.197 3.463
51 H 1.645 -0.317 4.342
52 H 1.758 1.130 5.211
53 C -5.940 2.418 -1.676
54 C -4.505 2.339 -2.072
55 O -4.023 1.585 -2.832
56 N -3.557 3.160 -1.214
57 H -3.953 3.966 -0.725
58 H -3.101 2.535 -0.520
59 C -2.403 3.776 -1.981
60 H -6.032 2.941 -0.723
61 H -6.323 1.405 -1.583
62 H -6.548 2.994 -2.377
63 H -1.957 3.000 -2.602
64 H -1.674 4.169 -1.283
65 H -2.759 4.517 -2.693
66 As -1.005 -0.306 -0.272
67 F -1.274 -0.644 -1.941
68 F -2.337 0.869 -0.195
69 F -0.621 -0.004 1.443
70 F 0.376 -1.409 -0.295
71 F 0.039 1.024 -0.748
72 F -2.144 -1.559 0.124

The value obtained for the HOMO-LUMO gap is 10.3 eV. As for the electronic energy: -4079.19403 a.u. As for the charge: +4. As for the multiplicity: 1.

# 4
# C24H62NO10S8

A cluster of 9 separate species, C24H62NO10S8 in total (ωB97M-V/def2-TZVPD, OMol25).

Element x y z (Å)
1 C -7.240 -5.189 -0.727
2 C -6.408 -4.096 -0.135
3 O -6.766 -3.360 0.748
4 O -5.176 -3.990 -0.695
5 C -4.166 -3.468 0.182
6 C -2.816 -3.722 -0.472
7 C -2.390 -2.560 -1.383
8 C -1.242 -1.728 -0.772
9 C -0.475 -1.253 -1.913
10 N -0.715 -1.960 -2.959
11 C -1.791 -2.954 -2.761
12 H -7.681 -5.759 0.089
13 H -6.650 -5.829 -1.374
14 H -8.061 -4.739 -1.285
15 H -4.249 -3.917 1.170
16 H -4.323 -2.393 0.304
17 H -2.079 -3.843 0.322
18 H -2.867 -4.658 -1.028
19 H -3.245 -1.920 -1.605
20 H -1.454 -1.036 0.036
21 H -0.507 -2.439 -0.341
22 H 0.256 -0.452 -1.887
23 H -0.227 -1.841 -3.837
24 H -1.435 -3.976 -2.881
25 H -2.522 -2.785 -3.553
26 C -8.717 1.075 -0.124
27 S -7.338 1.268 -1.252
28 O -7.893 1.305 -2.631
29 C -6.651 -0.375 -1.013
30 H -9.298 1.995 -0.158
31 H -9.327 0.229 -0.440
32 H -8.338 0.926 0.887
33 H -7.396 -1.126 -1.274
34 H -6.343 -0.495 0.026
35 H -5.787 -0.469 -1.669
36 C 1.765 -0.156 1.739
37 S 2.259 -1.330 0.482
38 O 1.274 -2.473 0.534
39 C 3.746 -1.863 1.286
40 H 0.812 0.285 1.446
41 H 1.668 -0.677 2.691
42 H 2.532 0.617 1.796
43 H 3.510 -2.260 2.272
44 H 4.390 -0.993 1.367
45 H 4.224 -2.620 0.669
46 C -7.835 5.095 -1.499
47 S -7.061 5.182 0.117
48 O -8.045 4.644 1.098
49 C -7.101 6.973 0.234
50 H -7.950 4.047 -1.770
51 H -8.806 5.584 -1.449
52 H -7.199 5.592 -2.231
53 H -8.130 7.318 0.143
54 H -6.486 7.397 -0.559
55 H -6.695 7.250 1.205
56 C -11.747 6.390 -3.840
57 S -9.987 6.733 -3.759
58 O -9.766 7.588 -2.561
59 C -9.933 7.814 -5.191
60 H -11.998 5.755 -2.994
61 H -12.301 7.326 -3.780
62 H -11.970 5.868 -4.771
63 H -10.613 8.652 -5.037
64 H -10.211 7.249 -6.080
65 H -8.914 8.179 -5.292
66 C 3.021 -1.406 6.886
67 S 4.207 -1.355 5.541
68 O 3.486 -1.797 4.312
69 C 5.190 -2.752 6.087
70 H 2.283 -0.628 6.705
71 H 2.538 -2.382 6.904
72 H 3.535 -1.211 7.827
73 H 4.555 -3.635 6.160
74 H 5.641 -2.520 7.052
75 H 5.971 -2.916 5.347
76 C 7.044 2.165 0.208
77 S 6.125 1.003 1.218
78 O 4.678 1.336 1.049
79 C 6.620 1.688 2.803
80 H 6.828 1.937 -0.833
81 H 6.728 3.182 0.442
82 H 8.109 2.038 0.399
83 H 6.329 2.737 2.857
84 H 7.698 1.581 2.919
85 H 6.109 1.122 3.580
86 C 9.179 -2.898 -0.146
87 S 7.565 -3.117 -0.890
88 O 6.653 -2.116 -0.261
89 C 7.202 -4.696 -0.115
90 H 9.577 -1.943 -0.477
91 H 9.081 -2.914 0.940
92 H 9.846 -3.688 -0.487
93 H 7.240 -4.585 0.969
94 H 7.926 -5.438 -0.451
95 H 6.202 -4.996 -0.421
96 C 12.188 0.427 -0.468
97 S 12.695 -0.724 -1.752
98 O 11.773 -1.889 -1.672
99 C 14.229 -1.223 -0.965
100 H 11.214 0.824 -0.749
101 H 12.116 -0.099 0.484
102 H 12.910 1.240 -0.405
103 H 14.014 -1.634 0.021
104 H 14.893 -0.362 -0.888
105 H 14.687 -1.984 -1.592

The value obtained for the HOMO-LUMO gap is 6.6 eV. As for the electronic energy: -4943.83906 a.u. As for the charge: +1. As for the multiplicity: 1.

The lowest electronic energy belongs to which entry? C24H62NO10S8

The highest electronic energy belongs to which entry? C13H25Cl3O2SiSn